ORCA calculation (the ωB97M-V functional and the def2-TZVPD basis) on 7 unconnected molecules or ions with the total composition C13H38Cl2O12.

Calculated values
SMILES string ... ClCCl.OCCO.OCCO.OCCO.OCCO.OCCO.OCCO
Max |F| ... 2.97 eV Å⁻¹
LUMO ... 0.308 eV
HOMO-LUMO gap ... 10.40 eV
E ... -2341.13500 Ha

Element x y z (Å)
1 Cl -28.679 1.225 9.562
2 C -27.848 -0.324 9.308
3 Cl -28.430 -1.594 10.463
4 H -28.149 -0.428 8.266
5 H -26.772 -0.155 9.337
6 O -27.383 4.595 1.596
7 C -26.798 3.423 2.112
8 C -25.346 3.060 1.597
9 O -25.472 2.827 0.230
10 H -27.055 4.530 0.696
11 H -26.678 3.570 3.185
12 H -27.500 2.590 2.068
13 H -24.951 2.107 1.949
14 H -24.716 3.914 1.845
15 H -24.605 2.602 -0.117
16 O -37.688 -0.834 10.218
17 C -36.644 -0.455 9.331
18 C -35.672 -1.550 9.405
19 O -36.125 -2.719 8.827
20 H -37.448 -0.936 11.142
21 H -36.986 -0.252 8.316
22 H -36.219 0.491 9.666
23 H -35.360 -1.719 10.435
24 H -34.713 -1.303 8.949
25 H -36.937 -2.829 9.327
26 O -25.787 4.518 14.479
27 C -26.166 3.587 15.451
28 C -26.965 4.352 16.542
29 O -28.320 4.204 16.277
30 H -26.561 5.066 14.328
31 H -26.627 2.808 14.844
32 H -25.241 3.147 15.825
33 H -26.873 5.437 16.577
34 H -26.984 3.935 17.549
35 H -28.545 5.028 15.839
36 O -35.677 3.800 2.941
37 C -34.411 3.214 3.470
38 C -33.628 4.171 4.370
39 O -33.546 5.399 3.724
40 H -35.532 4.741 2.821
41 H -34.411 2.217 3.912
42 H -33.749 3.099 2.612
43 H -32.676 3.708 4.628
44 H -34.140 4.281 5.326
45 H -32.805 5.304 3.121
46 O -28.237 -6.427 2.881
47 C -29.076 -5.546 3.598
48 C -29.095 -4.128 2.856
49 O -27.803 -3.525 2.706
50 H -28.830 -7.129 2.604
51 H -30.036 -6.031 3.774
52 H -28.585 -5.512 4.571
53 H -29.643 -3.460 3.521
54 H -29.602 -4.095 1.892
55 H -27.199 -4.073 2.200
56 O -18.331 3.691 8.479
57 C -19.623 3.505 9.014
58 C -20.309 2.310 8.334
59 O -20.681 2.539 7.035
60 H -18.412 4.314 7.754
61 H -19.379 3.284 10.053
62 H -20.085 4.492 9.021
63 H -21.189 2.043 8.918
64 H -19.774 1.360 8.319
65 H -19.940 2.793 6.480

=====

ORCA calculation (the ωB97M-V functional and the def2-TZVPD basis) on C3H6N2O in the gas phase.

Calculated values
SMILES string ... O=C1NCCN1
Max |F| ... 2.09 eV Å⁻¹
LUMO ... 0.856 eV
HOMO-LUMO gap ... 10.43 eV
E ... -302.66474 Ha

Element x y z (Å)
1 O -0.532 -1.520 2.044
2 C -0.262 -0.782 1.129
3 N -0.684 -1.010 -0.180
4 C -0.447 0.163 -0.965
5 C 0.844 0.633 -0.344
6 N 0.598 0.312 1.063
7 H -1.572 -1.502 -0.231
8 H -1.217 0.917 -0.786
9 H -0.412 -0.035 -2.025
10 H 1.706 0.034 -0.608
11 H 1.048 1.669 -0.660
12 H 0.930 1.122 1.562

=====

ORCA calculation (the ωB97M-V functional and the def2-TZVPD basis) on 5 unconnected molecules or ions with the total composition C4H18O4.

Calculated values
SMILES string ... CCCC.O.O.O.O
Max |F| ... 6.97 eV Å⁻¹
LUMO ... 0.568 eV
HOMO-LUMO gap ... 11.09 eV
E ... -464.07341 Ha

Element x y z (Å)
1 C 0.416 0.496 0.258
2 C -0.193 0.254 -1.068
3 C -0.039 -1.300 -1.528
4 C 1.404 -1.616 -1.772
5 H -0.294 0.165 1.090
6 H 0.517 1.502 0.664
7 H 1.263 -0.109 0.444
8 H 0.314 0.877 -1.898
9 H -1.171 0.701 -1.047
10 H -0.443 -1.934 -0.817
11 H -0.812 -1.365 -2.391
12 H 1.439 -2.590 -2.029
13 H 1.930 -1.506 -0.873
14 H 1.890 -0.789 -2.426
15 O -0.146 0.239 3.283
16 H 0.758 0.270 2.891
17 H -0.533 -0.559 2.944
18 O -2.593 -1.250 1.384
19 H -3.014 -1.150 0.479
20 H -3.268 -0.819 1.851
21 O -2.590 2.213 0.335
22 H -1.622 1.969 0.383
23 H -2.837 2.255 -0.611
24 O 3.131 1.647 0.346
25 H 3.152 0.688 0.606
26 H 3.344 1.711 -0.498

=====

ORCA calculation (the ωB97M-V functional and the def2-TZVPD basis) on C7H6O2 in the gas phase.

Calculated values
SMILES string ... O=Cc1cccc(O)c1
Max |F| ... 4.65 eV Å⁻¹
LUMO ... -0.135 eV
HOMO-LUMO gap ... 8.98 eV
E ... -420.78550 Ha

Element x y z (Å)
1 O 3.389 -0.238 -0.076
2 C 2.318 -0.812 -0.040
3 C 1.028 -0.167 0.082
4 C 0.827 1.187 0.062
5 C -0.477 1.699 -0.058
6 C -1.625 0.949 -0.097
7 C -1.381 -0.461 -0.073
8 O -2.482 -1.191 -0.034
9 C -0.136 -0.942 -0.094
10 H 2.270 -1.977 0.076
11 H 1.715 1.853 0.021
12 H -0.488 2.787 0.065
13 H -2.640 1.337 -0.088
14 H -2.455 -1.984 0.523
15 H 0.137 -2.041 -0.271

=====

ORCA calculation (the ωB97M-V functional and the def2-TZVPD basis) on 9 unconnected molecules or ions with the total composition C4H26O11.

Calculated values
SMILES string ... OCCO.OCCO.O.O.O.O.O.O.O
Max |F| ... 1.40 eV Å⁻¹
LUMO ... -0.264 eV
HOMO-LUMO gap ... 9.83 eV
E ... -995.60818 Ha

Element x y z (Å)
1 O -1.161 -0.765 -0.814
2 C 0.151 -1.042 -0.356
3 C 1.054 0.141 -0.603
4 O 2.298 -0.086 0.052
5 H -1.068 -0.356 -1.700
6 H 0.192 -1.279 0.704
7 H 0.565 -1.927 -0.845
8 H 0.561 1.067 -0.279
9 H 1.284 0.277 -1.669
10 H 2.837 0.688 -0.128
11 O -5.426 0.236 1.366
12 C -4.631 1.328 1.732
13 C -3.230 1.171 1.250
14 O -3.290 0.940 -0.139
15 H -5.295 0.156 0.409
16 H -5.027 2.306 1.420
17 H -4.645 1.412 2.824
18 H -2.696 0.357 1.751
19 H -2.670 2.099 1.443
20 H -2.553 0.352 -0.370
21 O 3.607 -2.105 1.599
22 H 3.001 -1.566 1.065
23 H 4.409 -1.570 1.642
24 O -1.101 0.194 -3.452
25 H -1.968 0.546 -3.692
26 H -1.100 -0.717 -3.776
27 O 4.009 2.328 -0.237
28 H 3.729 2.181 -1.148
29 H 3.850 3.266 -0.078
30 O 0.910 2.768 -2.596
31 H 0.530 1.979 -3.007
32 H 1.678 2.981 -3.136
33 O 5.308 0.694 1.791
34 H 6.126 1.070 2.129
35 H 4.981 1.331 1.134
36 O 0.732 -3.782 0.910
37 H -0.229 -3.808 1.079
38 H 1.136 -3.440 1.716
39 O -2.039 -3.440 0.623
40 H -2.822 -3.417 1.183
41 H -1.995 -2.568 0.204

=====

ORCA calculation (the ωB97M-V functional and the def2-TZVPD basis) on C5H10N2 in the gas phase.

Calculated values
SMILES string ... C[C@H]1N[C@H]1[C@H]1CN1
Max |F| ... 0.94 eV Å⁻¹
LUMO ... 1.039 eV
HOMO-LUMO gap ... 10.03 eV
E ... -305.92818 Ha

Element x y z (Å)
1 C 0.837 -2.060 -0.055
2 C -0.268 -1.298 -0.736
3 N -1.186 -0.419 -0.063
4 C -0.207 0.242 -0.901
5 C 0.432 1.410 -0.121
6 C -0.407 2.076 0.932
7 N 0.781 1.311 1.292
8 H 1.348 -1.391 0.636
9 H 1.557 -2.348 -0.833
10 H 0.533 -2.977 0.465
11 H -0.758 -1.909 -1.517
12 H -2.145 -0.423 -0.383
13 H -0.347 0.513 -1.952
14 H 1.081 2.088 -0.678
15 H -0.348 3.148 1.124
16 H -1.377 1.637 1.162
17 H 0.473 0.401 1.627

=====

ORCA calculation (the ωB97M-V functional and the def2-TZVPD basis) on CH5NOSi in the gas phase.

Calculated values
Max |F| ... 5.70 eV Å⁻¹
LUMO ... 0.473 eV
HOMO-LUMO gap ... 9.48 eV
E ... -460.51486 Ha

Element x y z (Å)
1 C 0.541 0.231 -0.456
2 N 1.328 -0.480 0.261
3 O -1.371 -0.997 -0.516
4 Si -1.345 0.439 0.101
5 H 2.047 -1.173 0.057
6 H 1.324 -0.333 1.327
7 H -1.758 0.715 1.551
8 H 0.975 0.073 -1.533
9 H -1.741 1.525 -0.791

=====

ORCA calculation (the ωB97M-V functional and the def2-TZVPD basis) on 8 unconnected molecules or ions with the total composition C35H70N3O9.

Calculated values
Max |F| ... 5.74 eV Å⁻¹
LUMO ... -3.025 eV
HOMO-LUMO gap ... 7.43 eV
Net charge ... +1
E ... -2216.62808 Ha

Element x y z (Å)
1 N 3.261 -4.060 -2.050
2 C 3.258 -2.732 -1.949
3 N 3.662 -1.866 -0.820
4 C 3.779 -0.444 -1.314
5 C 3.522 -0.470 -2.912
6 N 2.890 -1.817 -3.003
7 C 1.531 -1.936 -3.605
8 C 0.455 -0.876 -3.070
9 C -0.353 -1.420 -1.761
10 C -1.948 -1.301 -1.960
11 O -2.516 -0.193 -2.091
12 O -2.807 -2.448 -1.964
13 H 3.586 -4.613 -1.249
14 H 2.957 -4.467 -2.947
15 H 4.589 -2.269 -0.554
16 H 2.997 0.217 -0.786
17 H 4.772 0.074 -1.088
18 H 3.030 0.426 -3.401
19 H 4.585 -0.687 -3.305
20 H 1.565 -1.812 -4.753
21 H 1.103 -2.991 -3.422
22 H 0.850 0.185 -2.932
23 H -0.352 -0.798 -3.894
24 H -0.089 -0.781 -0.846
25 H -0.083 -2.516 -1.595
26 H -2.288 -3.208 -2.336
27 C -5.111 1.819 -0.918
28 C -4.716 2.923 0.038
29 C -5.412 2.497 1.316
30 O -5.471 1.064 1.298
31 C -5.113 0.605 -0.013
32 H -4.437 1.714 -1.770
33 H -6.120 2.003 -1.300
34 H -3.630 2.916 0.183
35 H -5.009 3.919 -0.296
36 H -6.439 2.875 1.354
37 H -4.885 2.832 2.213
38 H -4.116 0.156 0.050
39 H -5.820 -0.161 -0.340
40 C -6.880 -5.298 -3.026
41 C -6.526 -4.410 -1.853
42 C -5.179 -4.964 -1.435
43 O -4.552 -5.473 -2.620
44 C -5.526 -5.520 -3.673
45 H -7.609 -4.856 -3.707
46 H -7.282 -6.249 -2.664
47 H -6.416 -3.375 -2.192
48 H -7.263 -4.429 -1.048
49 H -5.292 -5.796 -0.731
50 H -4.537 -4.207 -0.979
51 H -5.290 -4.721 -4.384
52 H -5.461 -6.479 -4.192
53 C 7.690 -3.862 2.368
54 C 7.376 -2.717 3.306
55 C 6.428 -1.877 2.473
56 O 5.722 -2.781 1.609
57 C 6.364 -4.064 1.661
58 H 8.043 -4.762 2.875
59 H 8.454 -3.553 1.647
60 H 6.858 -3.096 4.193
61 H 8.257 -2.165 3.635
62 H 6.974 -1.169 1.840
63 H 5.714 -1.320 3.084
64 H 5.712 -4.741 2.224
65 H 6.483 -4.458 0.648
66 C -1.597 -8.120 -4.083
67 C -0.200 -8.253 -3.514
68 C 0.391 -6.887 -3.805
69 O -0.693 -5.950 -3.774
70 C -1.933 -6.679 -3.758
71 H -2.312 -8.829 -3.662
72 H -1.570 -8.263 -5.168
73 H -0.254 -8.414 -2.432
74 H 0.377 -9.069 -3.952
75 H 0.836 -6.852 -4.806
76 H 1.151 -6.595 -3.075
77 H -2.362 -6.587 -2.757
78 H -2.628 -6.238 -4.476
79 C -2.617 5.488 1.352
80 C -2.147 4.846 2.637
81 C -0.764 5.447 2.803
82 O -0.806 6.752 2.209
83 C -2.022 6.877 1.458
84 H -3.702 5.497 1.238
85 H -2.187 4.961 0.494
86 H -2.792 5.158 3.465
87 H -2.136 3.755 2.605
88 H -0.008 4.860 2.269
89 H -0.465 5.529 3.851
90 H -2.687 7.553 2.007
91 H -1.808 7.317 0.481
92 C -4.804 9.414 6.012
93 C -3.384 9.289 5.505
94 C -3.264 7.796 5.270
95 O -4.573 7.324 4.920
96 C -5.525 8.362 5.192
97 H -5.228 10.412 5.890
98 H -4.843 9.152 7.074
99 H -3.280 9.826 4.556
100 H -2.634 9.673 6.198
101 H -2.952 7.274 6.180
102 H -2.560 7.553 4.470
103 H -5.861 8.768 4.232
104 H -6.388 7.941 5.714
105 C 7.562 3.238 1.563
106 C 8.589 3.328 0.456
107 C 8.727 1.879 0.035
108 O 7.455 1.253 0.271
109 C 6.646 2.143 1.055
110 H 7.039 4.176 1.753
111 H 8.046 2.920 2.492
112 H 8.190 3.921 -0.373
113 H 9.535 3.772 0.769
114 H 9.474 1.357 0.643
115 H 8.999 1.772 -1.017
116 H 5.866 2.549 0.402
117 H 6.168 1.587 1.866

=====

no.,HOMO (eV)
1,-10.1
2,-9.6
3,-10.5
4,-9.1
5,-10.1
6,-9.0
7,-9.0
8,-10.5